1.
C3H9NOSi | ωB97M-V/def2-TZVPD

Element x y z (Å)
Si (-0.882, 0.004, -0.139)
O (-0.425, -0.007, 1.413)
N (-1.432, -1.580, -0.376)
C (0.519, 0.627, 2.213)
C (0.677, -0.045, -2.557)
C (0.555, 0.122, -1.294)
H (1.423, 0.989, 1.568)
H (0.924, -0.008, 2.911)
H (-0.244, -0.160, -3.122)
H (-2.169, 0.999, -0.659)
H (-1.864, -2.050, 0.362)
H (-1.637, -1.861, -1.227)
H (1.445, 0.372, -0.639)
H (0.152, 1.417, 2.737)
H (1.537, -0.215, -3.269)

Calculated values
SMILES string: C=C[Si@@H](N)OC
Relative energy (zero: lowest compared OMol25 entry of this formula, charge and spin): 0.7973 eV
Kohn-Sham gap: 0.3743 Eh
Maximum force: 0.10257 hartree/bohr
LUMO level: 1.0 eV
E_tot: -539.171367 hartree

Here are the Mulliken charges for atoms 1 to 5, given in e:
1 Si 0.213
2 O -0.229
3 N -0.350
4 C -0.603
5 C -0.528

2.
C10H14N2O2S | ωB97M-V/def2-TZVPD

Element x y z (Å)
S (-1.365, -1.334, 0.612)
O (-1.649, -2.732, 0.915)
O (-1.362, -0.444, 1.730)
N (0.719, 0.640, -0.230)
N (0.524, -1.993, -2.558)
C (-2.540, -0.779, -0.633)
C (2.161, 2.446, 0.112)
C (0.391, -1.268, -0.085)
C (2.879, 0.095, 0.775)
C (-2.402, 1.681, -0.235)
C (-2.144, 0.592, -1.251)
C (0.421, -1.710, -1.448)
C (1.825, 1.017, 0.225)
C (1.365, -1.892, 0.930)
C (2.692, -1.215, 1.061)
H (-1.153, 0.484, -1.677)
H (1.537, 2.831, -0.647)
H (3.270, 2.804, -0.028)
H (-2.519, 2.719, -0.808)
H (0.798, -1.989, 1.931)
H (3.429, -1.861, 1.400)
H (-2.752, 0.655, -2.082)
H (1.529, -2.913, 0.583)
H (-3.453, 1.613, 0.180)
H (3.834, 0.533, 1.184)
H (-3.565, -0.764, -0.198)
H (-1.691, 1.720, 0.454)
H (-2.609, -1.803, -1.189)
H (1.829, 2.867, 0.978)

Calculated values
Relative energy (zero: lowest compared OMol25 entry of this formula, charge and spin): 5.0583 eV
Kohn-Sham gap (spin up / spin down): 0.3627 / 0.3627 Eh
Maximum force: 0.13058 hartree/bohr
LUMO level (spin up / spin down): -0.1 / -0.1 eV
E_tot: -1047.462489 hartree

Here are the Mulliken charges for atoms 1 to 5, given in e:
1 S 1.172
2 O -0.675
3 O -0.603
4 N -0.389
5 N -0.543

3.
C32H33BF6O2 | ωB97M-V/def2-TZVPD

Element x y z (Å)
F (3.018, -7.054, -0.300)
F (3.508, -6.682, -2.416)
F (3.580, -1.147, 2.123)
F (3.245, -3.168, 2.869)
F (5.266, -2.527, 2.310)
F (5.097, -6.656, -0.889)
O (3.267, -0.500, -3.122)
O (2.029, -2.245, -4.077)
C (4.482, 1.921, 1.405)
C (3.132, -4.022, -1.941)
C (6.498, 0.817, 2.180)
C (1.417, 0.305, 0.797)
C (1.947, 2.810, 0.900)
C (0.027, -1.845, 1.958)
C (2.249, 0.994, -4.702)
C (3.949, -2.456, 1.942)
C (2.054, 1.554, 0.170)
C (3.557, -4.833, -0.903)
C (0.127, -1.754, 0.575)
C (4.572, 0.236, -5.024)
C (3.807, -4.331, 0.368)
C (5.340, 0.815, 1.404)
C (3.186, -0.183, -4.544)
C (0.816, -0.680, 0.003)
C (1.542, 3.348, -1.398)
C (0.527, -0.808, 2.731)
C (3.690, -2.951, 0.549)
C (3.711, -2.439, -5.752)
C (3.792, -6.297, -1.137)
C (3.402, -2.102, -0.511)
C (2.609, -1.535, -5.183)
C (4.746, 3.003, 2.240)
C (1.502, -1.397, -6.201)
C (3.417, 1.943, 0.249)
C (1.584, 1.800, -1.293)
C (6.827, 1.953, 2.936)
C (1.201, 0.280, 2.170)
C (3.077, -2.639, -1.762)
C (5.949, 3.041, 2.952)
C (1.525, 3.802, 0.021)
B (2.758, -1.792, -3.009)
H (-0.458, -2.715, 2.405)
H (2.437, 3.684, -1.958)
H (1.881, -0.924, -7.111)
H (3.354, -1.029, -0.362)
H (2.873, -4.451, -2.897)
H (0.413, -0.845, 3.808)
H (3.671, 2.725, -0.475)
H (7.124, -0.064, 2.192)
H (5.309, -0.559, -4.858)
H (2.051, 2.918, 1.973)
H (4.511, -2.640, -5.015)
H (2.623, 1.855, -4.128)
H (0.581, 1.397, -1.442)
H (5.103, -0.032, 0.748)
H (4.572, 0.460, -6.099)
H (2.242, 1.328, -2.042)
H (0.649, -0.840, -5.808)
H (0.899, -0.634, -1.089)
H (3.269, -3.405, -6.035)
H (1.235, 0.743, -4.360)
H (2.206, 1.278, -5.760)
H (-0.300, -2.510, -0.072)
H (4.038, 3.828, 2.333)
H (4.877, 1.151, -4.492)
H (4.127, -4.973, 1.182)
H (7.785, 2.008, 3.457)
H (6.178, 3.915, 3.553)
H (0.677, 3.685, -1.988)
H (3.726, 0.984, -0.226)
H (4.125, -1.985, -6.662)
H (1.136, 4.787, 0.312)
H (1.539, 1.105, 2.804)
H (1.150, -2.395, -6.473)

Calculated values
Relative energy (zero: lowest compared OMol25 entry of this formula, charge and spin): 0.0000 eV
Kohn-Sham gap: 0.2712 Eh
Maximum force: 0.18413 hartree/bohr
LUMO level: 0.1 eV
E_tot: -2013.728403 hartree

Here are the Mulliken charges for atoms 1 to 5, given in e:
1 F -0.262
2 F -0.282
3 F 0.029
4 F -0.306
5 F -0.306

4.
C5H7NS | ωB97M-V/def2-TZVPD

Element x y z (Å)
S (-0.877, -0.753, 0.409)
N (2.827, -0.360, -0.525)
C (0.971, 1.190, 0.100)
C (-2.502, -0.692, -0.357)
C (2.040, -1.087, 0.131)
C (-0.286, 0.876, 0.052)
C (2.003, 0.286, 0.550)
H (-3.121, 0.236, -0.250)
H (1.613, -2.009, 0.282)
H (1.092, 2.310, -0.127)
H (2.498, 0.592, 1.422)
H (-3.080, -1.608, -0.143)
H (-1.022, 1.632, -0.110)
H (-2.157, -0.612, -1.434)

Calculated values
SMILES string: CS/C=C\[C@H]1C=N1
Relative energy (zero: lowest compared OMol25 entry of this formula, charge and spin): 3.2989 eV
Kohn-Sham gap: 0.3360 Eh
Maximum force: 0.06239 hartree/bohr
LUMO level: 0.8 eV
E_tot: -647.535807 hartree

Here are the Mulliken charges for atoms 1 to 5, given in e:
1 S -0.088
2 N -0.504
3 C -0.254
4 C -0.874
5 C -0.044

5.
C6H12AuN2OP | ωB97M-V/def2-TZVPD

Element x y z (Å)
Au (0.960, -0.438, -1.534)
P (-1.508, 0.841, -1.380)
O (-0.224, 1.100, 0.992)
N (0.232, 3.311, 1.370)
N (-1.233, 2.174, 2.765)
C (0.741, -2.398, -2.123)
C (-0.284, -2.558, -1.136)
C (-0.367, 2.121, 1.690)
C (1.630, -2.095, -0.048)
C (0.258, -2.149, 0.060)
C (2.005, -2.093, -1.383)
H (-0.266, -1.884, 0.981)
H (0.308, 4.037, 2.082)
H (-1.076, 2.875, 3.472)
H (-2.033, 0.279, -0.127)
H (0.845, -2.694, -3.214)
H (-1.306, 2.293, -1.529)
H (-1.537, 1.265, 3.090)
H (2.994, -2.217, -1.740)
H (0.972, 3.251, 0.692)
H (2.381, -2.284, 0.705)
H (-1.280, -2.886, -1.276)
H (-2.212, 0.147, -2.411)

Calculated values
Relative energy (zero: lowest compared OMol25 entry of this formula, charge and spin): 1.3948 eV
Kohn-Sham gap (spin up / spin down): 0.1649 / 0.2273 Eh
2S+1: 3
Maximum force: 0.15479 hartree/bohr
LUMO level (spin up / spin down): 0.5 / -1.0 eV
E_tot: -897.364852 hartree

Here are the Mulliken charges for atoms 1 to 5, given in e:
1 Au 0.182
2 P -0.265
3 O -0.499
4 N -0.414
5 N -0.449

6.
C47H58AsBrCsN7O8P2S | ωB97M-V/def2-TZVPD

Element x y z (Å)
Cs (0.524, 0.607, -0.022)
Br (1.749, -8.432, -7.058)
As (-2.625, 2.670, 0.902)
S (2.820, 2.664, 1.464)
P (1.666, 0.317, 2.986)
P (-1.864, -1.413, 2.408)
O (-0.366, -1.656, -0.153)
O (2.598, 1.786, 0.333)
O (3.409, 3.947, 1.144)
O (1.652, 2.768, 2.363)
O (0.118, 4.927, 2.484)
O (1.023, 0.568, -2.471)
O (0.753, -1.490, -3.304)
O (-0.867, -0.327, 2.545)
N (-0.656, 3.231, -1.860)
N (3.140, -2.278, -2.090)
N (0.081, 3.652, -4.103)
N (-2.927, -3.991, -4.335)
N (-2.809, -5.180, -4.776)
N (-2.062, -0.128, -1.674)
N (0.827, 4.964, -2.313)
C (-0.037, 1.835, 4.572)
C (-0.468, 2.491, 5.714)
C (1.332, -3.264, 5.135)
C (-3.376, -1.273, -3.831)
C (-4.528, 2.096, 0.599)
C (-1.748, -7.294, -5.121)
C (-2.434, -2.024, -3.116)
C (-0.095, 3.909, 2.017)
C (3.987, 1.743, 2.465)
C (-2.105, -3.390, -3.468)
C (1.516, 1.791, 6.862)
C (6.238, 1.223, 3.092)
C (1.424, -0.575, -2.785)
C (2.116, 5.157, -2.958)
C (1.705, -1.439, 3.592)
C (4.423, -0.225, 3.741)
C (1.810, -4.175, 4.205)
C (-0.740, -8.040, -5.698)
C (2.922, -0.892, -2.526)
C (-1.037, -4.013, -2.765)
C (-3.628, 0.029, -3.466)
C (-0.427, -3.420, -1.711)
C (0.305, 2.466, 6.867)
C (-1.686, -5.883, -5.078)
C (-2.836, -1.537, 3.962)
C (-2.933, 0.561, -2.379)
C (1.177, 1.153, 4.558)
C (-3.127, -1.175, 1.121)
C (0.456, -6.012, -6.235)
C (-0.375, 2.350, -4.554)
C (-1.788, -1.388, -2.036)
C (-0.793, -2.114, -1.229)
C (0.872, 5.254, -0.890)
C (-1.225, -3.108, 2.283)
C (0.353, -7.395, -6.254)
C (0.060, 3.866, -2.699)
C (5.777, 0.082, 3.733)
C (1.270, -1.909, 4.828)
C (5.333, 2.055, 2.448)
C (-0.537, -5.266, -5.635)
C (2.155, -2.374, 2.655)
C (3.496, 0.607, 3.112)
C (2.214, -3.724, 2.955)
C (1.951, 1.140, 5.715)
C (-2.907, 4.451, 0.112)
C (-0.464, 4.747, -4.877)
C (-3.060, 3.247, 2.744)
H (-0.753, -5.020, -3.047)
H (2.902, 0.623, 5.724)
H (-3.551, -2.360, 3.949)
H (3.450, -0.761, -3.475)
H (5.641, 2.944, 1.913)
H (1.860, -5.229, 4.450)
H (2.912, 4.683, -2.372)
H (-1.473, 2.256, -4.547)
H (-4.127, -1.169, 1.555)
H (-3.055, -1.957, 0.369)
H (-4.015, 3.776, 2.769)
H (-4.340, 0.636, -4.012)
H (-4.862, 1.477, 1.434)
H (1.693, 4.734, -0.390)
H (-0.057, 4.919, -0.445)
H (-3.871, 4.875, 0.401)
H (2.333, 6.227, -3.033)
H (-4.633, 1.511, -0.315)
H (2.578, -2.847, -2.721)
H (-2.908, -0.219, 0.650)
H (-0.802, -9.120, -5.727)
H (2.698, -2.386, -1.182)
H (2.467, -2.020, 1.677)
H (-3.129, 2.372, 3.394)
H (-0.031, 2.979, 7.761)
H (-2.045, -3.811, 2.132)
H (3.325, -0.190, -1.794)
H (0.888, -1.213, 5.564)
H (-2.111, 5.114, 0.450)
H (-3.895, -1.739, -4.657)
H (-2.612, -7.796, -4.702)
H (0.992, 6.332, -0.751)
H (6.483, -0.581, 4.222)
H (-1.567, 4.747, -4.871)
H (7.296, 1.453, 3.084)
H (1.314, -5.525, -6.679)
H (-0.538, -3.151, 1.442)
H (-3.356, -0.594, 4.134)
H (-0.692, -3.339, 3.205)
H (-5.188, 2.963, 0.533)
H (2.571, -4.432, 2.217)
H (-3.096, 1.588, -2.061)
H (-2.843, 4.373, -0.972)
H (-2.120, -1.689, 4.771)
H (1.010, -3.609, 6.112)
H (0.367, -3.928, -1.175)
H (0.056, 1.581, -3.913)
H (-0.122, 5.699, -4.475)
H (-0.028, 2.193, -5.578)
H (4.087, -1.127, 4.237)
H (-0.619, 1.854, 3.660)
H (-1.155, 2.453, -2.274)
H (-0.134, 4.664, -5.917)
H (2.110, 4.717, -3.950)
H (2.128, 1.775, 7.758)
H (-0.473, -4.186, -5.612)
H (-1.406, 3.033, 5.707)
H (-2.279, 3.898, 3.130)

Calculated values
Relative energy (zero: lowest compared OMol25 entry of this formula, charge and spin): 0.3201 eV
Net charge: -2
Kohn-Sham gap: 0.2021 Eh
Maximum force: 0.05900 hartree/bohr
LUMO level: 3.4 eV
E_tot: -8721.881864 hartree

Here are the Mulliken charges for atoms 1 to 5, given in e:
1 Cs 1.714
2 Br -0.271
3 As 1.291
4 S 0.659
5 P 1.901